One molecule with the formula C6H13N at a distorted geometry. Source: the Open Molecules 2025 dataset; level of theory: wB97M-V/def2-TZVPD.

Calculated values
energy above the lowest of the compared OMol25 structures with the same formula, charge and spin: 198.2 kJ/mol
frontier orbital gap: 0.364 hartree
max |F|: 4.89 eV/A
HOMO: -0.32680 Ha
structure (SMILES): C/C=C(\C)CCN

Geometry as ORCA input:
```
! wB97M-V def2-TZVPD RIJCOSX def2/J DEFGRID3
* xyz 0 1
C 2.60 0.98 0.39
C 1.10 0.75 0.12
C 0.69 -0.51 -0.10
C 1.44 -1.75 -0.63
C -0.86 -0.72 0.05
C -1.72 0.56 -0.18
N -3.17 0.64 0.19
H 2.83 0.62 1.39
H 2.72 2.04 0.28
H 3.31 0.56 -0.40
H 0.54 1.62 0.25
H 1.75 -1.69 -1.72
H 0.90 -2.69 -0.29
H 2.45 -1.88 -0.04
H -1.17 -1.09 1.11
H -1.19 -1.58 -0.58
H -1.60 0.87 -1.24
H -1.18 1.21 0.50
H -3.21 0.16 1.01
H -3.47 1.57 0.49
*
```


C52H43N4OP3S3Sn as an isolated structure at a distorted geometry. Source: the Open Molecules 2025 dataset; level of theory: wB97M-V/def2-TZVPD.

Calculated values
energy above the lowest of the compared OMol25 structures with the same formula, charge and spin: 235.2 kJ/mol
frontier orbital gap: 0.162 hartree
max |F|: 1.94 eV/A
HOMO: -0.01040 Ha

Geometry as ORCA input:
```
! wB97M-V def2-TZVPD RIJCOSX def2/J DEFGRID3
* xyz -2 1
Sn 0.15 -0.07 0.32
C 4.62 0.26 -1.71
C 3.23 -0.22 -1.34
N 2.28 0.61 -1.06
N 2.50 1.90 -1.17
C 1.81 2.75 -0.49
N 1.98 4.08 -0.79
S 0.82 2.40 0.87
C 2.94 -1.62 -1.33
C 3.93 -2.57 -1.61
C 3.63 -3.91 -1.58
C 2.32 -4.29 -1.27
C 1.41 -3.29 -1.00
N 1.68 -2.01 -1.03
H 4.63 1.34 -1.65
H 4.85 -0.04 -2.74
H 5.38 -0.16 -1.05
H 2.17 4.27 -1.76
H 1.24 4.64 -0.39
H 4.93 -2.25 -1.85
H 4.38 -4.65 -1.81
H 2.04 -5.33 -1.24
H 0.39 -3.55 -0.74
S 0.96 -0.15 -3.72
P -0.84 -0.55 -3.09
C -1.30 0.00 -1.50
P -3.01 -0.20 -1.14
S -3.90 1.32 -0.31
C -4.04 -0.63 -2.61
C -4.36 -1.93 -3.00
C -5.22 -2.13 -4.06
C -5.78 -1.06 -4.73
C -5.48 0.23 -4.33
C -4.63 0.44 -3.27
C -3.50 -1.65 -0.09
C -2.62 -2.53 0.53
C -3.10 -3.61 1.26
C -4.46 -3.78 1.43
C -5.35 -2.86 0.88
C -4.87 -1.82 0.12
C -1.09 -2.30 -3.67
C -1.41 -3.30 -2.76
C -1.47 -4.62 -3.16
C -1.24 -4.96 -4.48
C -0.90 -3.97 -5.39
C -0.79 -2.66 -4.98
C -1.86 0.40 -4.29
C -1.75 1.77 -4.10
C -2.32 2.66 -4.99
C -3.00 2.18 -6.09
C -3.12 0.81 -6.29
C -2.55 -0.08 -5.40
H -3.92 -2.77 -2.49
H -5.48 -3.14 -4.35
H -6.45 -1.23 -5.57
H -5.92 1.08 -4.84
H -4.40 1.44 -2.92
H -1.55 -2.38 0.43
H -2.40 -4.31 1.69
H -4.84 -4.61 2.00
H -6.41 -2.98 1.04
H -5.54 -1.09 -0.32
H -1.62 -3.02 -1.74
H -1.70 -5.40 -2.43
H -1.32 -5.99 -4.80
H -0.71 -4.24 -6.42
H -0.46 -1.90 -5.68
H -1.20 2.12 -3.23
H -2.23 3.73 -4.82
H -3.44 2.87 -6.80
H -3.66 0.43 -7.15
H -2.67 -1.14 -5.55
O -2.04 1.77 1.88
C -1.38 0.78 2.06
C -1.28 0.31 3.50
C -1.90 1.10 4.47
C -1.81 0.79 5.81
C -1.04 -0.30 6.21
C -0.41 -1.08 5.27
C -0.54 -0.80 3.91
P 0.26 -1.85 2.66
C 0.28 -3.44 3.59
C 1.40 -4.25 3.75
C 1.26 -5.55 4.19
C 0.00 -6.07 4.47
C -1.12 -5.27 4.32
C -0.98 -3.97 3.87
C 1.97 -1.24 2.79
C 2.31 -0.07 3.45
C 3.60 0.42 3.38
C 4.55 -0.22 2.60
C 4.21 -1.37 1.92
C 2.94 -1.88 2.02
H -2.46 1.95 4.12
H -2.31 1.40 6.55
H -0.95 -0.54 7.27
H 0.21 -1.91 5.59
H 2.39 -3.86 3.54
H 2.13 -6.18 4.31
H -0.11 -7.10 4.81
H -2.10 -5.67 4.52
H -1.85 -3.34 3.75
H 1.56 0.47 4.01
H 3.85 1.33 3.91
H 5.54 0.21 2.51
H 4.94 -1.87 1.29
H 2.66 -2.77 1.47
*
```


A 14-piece molecular cluster, C12H52O14 overall at a distorted geometry. Source: the Open Molecules 2025 dataset; level of theory: wB97M-V/def2-TZVPD.

Calculated values
energy above the lowest of the compared OMol25 structures with the same formula, charge and spin: 237.6 kJ/mol
frontier orbital gap: 0.359 hartree
max |F|: 2.11 eV/A
HOMO: -0.36128 Ha

Geometry as ORCA input:
```
! wB97M-V def2-TZVPD RIJCOSX def2/J DEFGRID3
* xyz 0 1
O -2.10 0.51 1.59
H -2.96 0.60 2.00
H -2.30 0.18 0.70
O 0.75 4.04 1.53
H 1.58 4.14 1.98
H 0.31 3.31 1.99
O 1.87 1.52 3.98
H 2.65 0.95 3.92
H 2.10 2.16 4.67
O -3.06 -0.38 -0.85
H -2.46 -0.58 -1.57
H -3.90 -0.18 -1.27
O -0.85 1.83 3.71
H 0.08 1.76 3.94
H -0.98 1.16 3.02
O -1.65 -0.79 -3.23
H -2.21 -0.37 -3.88
H -1.03 -1.33 -3.74
O 3.51 -2.18 2.35
H 2.92 -2.84 1.97
H 4.29 -2.20 1.79
O 4.51 0.60 2.26
H 3.78 0.86 1.68
H 4.54 -0.36 2.18
C 3.70 -1.36 -3.73
C 3.58 -2.27 -2.48
O 3.28 -1.45 -1.39
H 3.94 -1.97 -4.62
H 4.54 -0.68 -3.57
H 2.82 -0.80 -4.03
H 4.51 -2.77 -2.25
H 2.79 -2.99 -2.73
H 2.42 -1.02 -1.52
C -0.67 3.14 -3.28
C -0.20 2.39 -4.50
O 1.09 1.91 -4.38
H -0.38 4.20 -3.36
H -0.22 2.81 -2.35
H -1.76 3.19 -3.23
H -0.24 2.98 -5.41
H -0.86 1.51 -4.58
H 1.14 1.27 -3.66
C -3.07 4.76 -0.45
C -2.99 3.30 0.05
O -4.33 2.90 0.19
H -3.27 5.40 0.42
H -3.91 4.84 -1.15
H -2.17 5.09 -0.97
H -2.53 3.12 1.02
H -2.48 2.68 -0.69
H -4.38 2.23 0.88
C -1.12 -4.89 -0.67
C -0.86 -3.54 -1.30
O 0.13 -3.63 -2.32
H -0.20 -5.16 -0.15
H -1.42 -5.70 -1.34
H -1.93 -4.83 0.06
H -0.55 -2.85 -0.51
H -1.76 -3.16 -1.78
H 0.85 -4.17 -1.99
C -0.79 -1.26 4.43
C -1.27 -2.65 4.82
O -2.67 -2.80 4.75
H 0.29 -1.32 4.58
H -1.25 -0.43 4.95
H -0.95 -1.18 3.36
H -1.07 -2.85 5.88
H -0.70 -3.38 4.24
H -2.99 -3.52 5.29
C 1.08 -0.07 0.73
C 1.10 0.82 -0.53
O 1.06 0.03 -1.71
H 0.76 0.48 1.61
H 1.95 -0.70 0.93
H 0.26 -0.75 0.51
H 1.88 1.58 -0.60
H 0.23 1.47 -0.44
H 0.19 -0.37 -1.77
*
```


A 2-piece molecular cluster, C4H15N4 overall at a distorted geometry. Source: the Open Molecules 2025 dataset; level of theory: wB97M-V/def2-TZVPD.

Calculated values
energy above the lowest of the compared OMol25 structures with the same formula, charge and spin: 158.8 kJ/mol
frontier orbital gap: 0.383 hartree
max |F|: 1.09 eV/A
HOMO: -0.48940 Ha

Geometry as ORCA input:
```
! wB97M-V def2-TZVPD RIJCOSX def2/J DEFGRID3
* xyz 1 1
C 0.21 -2.63 1.65
N 2.10 -2.57 -0.43
C 1.05 -1.65 -0.29
N 0.19 -1.57 0.64
H -0.22 -3.54 1.21
H -0.34 -2.31 2.53
H 1.22 -2.91 1.96
H 2.21 -2.76 -1.42
H 2.96 -2.08 -0.21
H 0.98 -0.88 -1.08
N -1.15 0.77 1.03
C -0.56 1.95 0.30
C -0.94 1.89 -1.17
N -0.36 3.05 -1.83
H -2.12 0.67 0.72
H -0.64 -0.15 0.83
H -1.13 0.90 2.04
H -0.96 2.85 0.75
H 0.52 1.92 0.44
H -0.64 0.92 -1.59
H -2.03 1.95 -1.26
H 0.57 2.86 -2.16
H -0.92 3.29 -2.64
*
```


A 2-piece molecular cluster, C5H6N6 overall at a distorted geometry. Source: the Open Molecules 2025 dataset; level of theory: wB97M-V/def2-TZVPD.

Calculated values
frontier orbital gap (alpha / beta): 0.350 / 0.152 hartree
max |F|: 4.50 eV/A
HOMO (alpha / beta): -0.31728 / -0.32422 Ha

Geometry as ORCA input:
```
! wB97M-V def2-TZVPD RIJCOSX def2/J DEFGRID3
* xyz 0 3
C 3.33 0.60 -0.13
C 2.05 1.17 -0.05
C -2.39 1.51 0.13
C -1.64 -0.54 0.03
C -1.45 -1.96 -0.07
N 3.06 -0.81 -0.01
N -2.72 0.18 0.24
N -1.09 1.59 0.11
N 1.77 -1.00 0.07
N 1.26 0.17 0.12
N -0.70 0.36 -0.01
H 4.23 1.23 -0.14
H 1.61 2.14 -0.05
H -3.10 2.29 0.26
H -2.29 -2.44 0.38
H -1.49 -2.28 -1.09
H -0.45 -2.22 0.22
*
```


A 16-piece molecular cluster, C24H30Cl46N3O3 overall at a distorted geometry. Source: the Open Molecules 2025 dataset; level of theory: wB97M-V/def2-TZVPD.

Calculated values
frontier orbital gap: 0.269 hartree
max |F|: 9.65 eV/A
HOMO: -0.42565 Ha

Geometry as ORCA input:
```
! wB97M-V def2-TZVPD RIJCOSX def2/J DEFGRID3
* xyz 1 1
C 1.68 -1.98 1.35
C 2.18 -1.53 -0.18
O 2.29 -2.57 -1.06
O 2.52 -0.13 -0.53
C 1.26 0.68 -0.68
C 0.81 1.40 0.71
C -0.60 2.23 0.64
C -1.35 1.92 2.10
N -2.81 2.23 1.69
C -2.86 1.52 0.35
N -3.85 0.66 -0.08
C -5.03 0.40 0.86
C -6.23 -0.36 0.00
O -7.40 0.28 -0.18
Cl -5.82 -2.06 -0.65
N -1.61 1.94 -0.44
H 0.54 -1.72 1.40
H 1.91 -3.11 1.58
H 2.22 -1.28 2.14
H 0.42 -0.12 -0.96
H 1.36 1.41 -1.60
H 1.65 2.20 0.98
H 0.72 0.63 1.60
H -0.37 3.39 0.70
H -0.92 2.50 3.05
H -1.40 0.75 2.32
H -2.85 3.27 1.64
H -3.74 0.24 -1.03
H -4.61 -0.34 1.70
H -5.41 1.36 1.42
H -1.48 1.04 -0.99
C -7.07 -1.66 3.43
Cl -7.46 -3.24 4.12
Cl -7.41 -0.37 4.60
Cl -5.38 -1.60 2.91
H -7.70 -1.50 2.55
C 3.53 3.52 -2.80
Cl 4.18 4.65 -4.00
Cl 4.19 3.87 -1.19
Cl 1.76 3.58 -2.77
H 3.83 2.51 -3.08
C 0.30 -2.89 -3.86
Cl -1.06 -1.99 -3.16
Cl 0.21 -4.60 -3.41
Cl 0.31 -2.70 -5.62
H 1.23 -2.47 -3.46
C 6.82 7.31 -5.64
Cl 5.07 7.33 -5.92
Cl 7.56 5.92 -6.46
Cl 7.55 8.82 -6.19
H 6.99 7.21 -4.57
C 8.51 4.48 -10.18
Cl 8.72 3.38 -8.81
Cl 7.97 6.08 -9.62
Cl 10.02 4.63 -11.09
H 7.75 4.07 -10.84
C -3.50 -3.16 6.17
Cl -2.11 -2.82 5.11
Cl -3.28 -4.71 7.01
Cl -3.74 -1.85 7.33
H -4.39 -3.24 5.54
C -2.85 -1.46 11.46
Cl -1.29 -0.83 11.99
Cl -3.91 -0.13 10.95
Cl -2.64 -2.62 10.14
H -3.33 -1.97 12.30
C 0.24 -8.37 -1.60
Cl -1.32 -8.36 -0.75
Cl 0.04 -7.81 -3.27
Cl 1.41 -7.35 -0.74
H 0.62 -9.39 -1.62
C 3.10 0.38 -6.01
Cl 4.49 0.72 -7.06
Cl 3.32 -1.16 -5.17
Cl 2.86 1.69 -4.85
H 2.21 0.31 -6.63
C 3.80 0.47 4.66
Cl 4.92 1.79 4.30
Cl 2.15 0.91 4.18
Cl 4.31 -1.02 3.84
H 3.81 0.29 5.74
C 6.84 -1.02 -2.89
Cl 5.28 -1.02 -2.04
Cl 6.64 -0.47 -4.56
Cl 8.01 -0.01 -2.03
H 7.22 -2.05 -2.90
C 9.00 0.10 3.79
Cl 9.21 1.69 3.04
Cl 8.21 0.26 5.37
Cl 8.07 -0.97 2.73
H 9.99 -0.34 3.94
C 3.70 6.87 -9.91
Cl 5.00 6.39 -8.80
Cl 3.63 8.63 -10.08
Cl 3.91 6.10 -11.49
H 2.75 6.53 -9.49
C -11.30 -1.88 3.42
Cl -9.91 -1.54 2.37
Cl -11.08 -3.43 4.27
Cl -11.54 -0.57 4.59
H -12.19 -1.96 2.80
C -13.66 -6.15 6.32
Cl -14.05 -7.73 7.01
Cl -14.00 -4.86 7.49
Cl -11.97 -6.09 5.81
H -14.29 -5.99 5.44
*
```


C32H66As3PY as an isolated structure. Source: the Open Molecules 2025 dataset; level of theory: wB97M-V/def2-TZVPD.

Calculated values
energy above the lowest of the compared OMol25 structures with the same formula, charge and spin: 5.6 kJ/mol
frontier orbital gap: 0.239 hartree
max |F|: 0.55 eV/A
HOMO: -0.32005 Ha

Geometry as ORCA input:
```
! wB97M-V def2-TZVPD RIJCOSX def2/J DEFGRID3
* xyz 1 1
Y 0.53 -0.84 0.91
C 4.56 -0.71 2.65
C 3.75 0.15 3.62
C 3.96 1.64 3.34
C 2.29 -0.26 3.66
C 1.25 0.66 3.58
C -0.06 0.29 3.90
C -0.37 -1.01 4.29
C -1.68 -1.36 4.93
C 0.65 -1.97 4.19
C 1.95 -1.60 3.89
H 5.59 -0.36 2.58
H 4.11 -0.66 1.66
H 4.59 -1.76 2.95
H 4.14 -0.04 4.63
H 3.58 1.92 2.36
H 5.02 1.87 3.37
H 3.47 2.26 4.09
H 1.45 1.69 3.34
H -0.83 1.05 3.92
H -1.59 -1.24 6.02
H -1.97 -2.39 4.74
H -2.48 -0.71 4.60
H 0.43 -3.00 4.43
H 2.73 -2.35 3.93
C 0.86 2.45 -2.23
As -0.20 1.64 -0.79
C -0.46 3.30 0.20
C -1.81 1.44 -1.91
C -3.23 1.32 -1.34
C -4.16 1.04 -2.52
C -3.36 0.12 -0.39
As -2.43 0.19 1.34
C -3.69 1.20 2.46
C -2.94 -1.62 1.91
C -3.66 2.60 -0.60
As -3.95 4.41 -1.39
C -5.68 4.11 -2.28
C -2.86 4.51 -3.02
H 0.36 3.36 -2.55
H 0.92 1.77 -3.08
H 1.86 2.70 -1.89
H -1.02 4.03 -0.39
H 0.52 3.71 0.43
H -0.99 3.12 1.14
H -1.59 0.55 -2.50
H -1.77 2.30 -2.58
H -3.94 0.06 -2.95
H -4.05 1.79 -3.31
H -5.20 1.04 -2.20
H -2.93 -0.77 -0.85
H -4.42 -0.07 -0.18
H -4.69 0.81 2.28
H -3.67 2.26 2.22
H -3.44 1.07 3.51
H -3.78 -1.58 2.60
H -2.12 -2.14 2.40
H -3.21 -2.18 1.03
H -2.96 2.79 0.22
H -4.63 2.41 -0.12
H -6.40 3.76 -1.55
H -5.61 3.40 -3.10
H -6.03 5.07 -2.66
H -1.80 4.58 -2.78
H -3.15 5.44 -3.51
H -3.02 3.69 -3.72
C -1.43 -2.90 -2.56
C -0.87 -3.38 -1.21
C 0.20 -4.44 -1.49
C -2.01 -4.07 -0.46
C -0.27 -2.23 -0.41
H -2.20 -2.14 -2.42
H -0.64 -2.47 -3.18
H -1.87 -3.73 -3.12
H 0.61 -4.84 -0.56
H 1.03 -4.01 -2.06
H -0.21 -5.27 -2.07
H -2.90 -3.44 -0.43
H -1.72 -4.31 0.56
H -2.29 -5.00 -0.97
H 0.56 -1.80 -1.05
C 5.54 1.07 -1.31
C 4.25 0.98 -0.50
P 3.17 -0.49 -0.82
C 2.98 -0.35 -2.66
C 1.78 -1.04 -3.30
C 4.35 -1.90 -0.70
C 3.69 -3.25 -0.96
H 6.06 2.00 -1.08
H 5.35 1.07 -2.39
H 6.21 0.24 -1.09
H 3.62 1.85 -0.69
H 4.48 1.00 0.56
H 3.90 -0.73 -3.09
H 2.96 0.72 -2.88
H 1.81 -2.12 -3.16
H 1.77 -0.85 -4.37
H 0.84 -0.69 -2.88
H 4.81 -1.88 0.29
H 5.15 -1.73 -1.43
H 2.86 -3.44 -0.27
H 4.42 -4.05 -0.85
H 3.29 -3.31 -1.97
*
```